Density functional theory data (the ωB97M-V functional and the def2-TZVPD basis) for a structure of composition C4H8NOS in a non-equilibrium geometry.

Results
Orbital gap ... 9.94 eV
Energy above the lowest of the compared OMol25 structures with the same formula, charge and spin ... 221.4 kJ/mol
Net charge ... +1
Electronic energy ... -18640.9534 eV

XYZ file:
```
15
Properties=species:S:1:pos:R:3:forces:R:3:nbo_charge:R:1
C 1.3370 0.9262 -0.7652 -0.0887 -1.5228 -0.1932 -0.2182
C 1.0970 1.6876 0.3194 -0.7910 -1.2202 -1.4211 0.2083
C -0.7222 0.0223 0.2312 1.3453 0.8498 2.2339 0.2981
C -0.9800 -1.1276 1.2509 -0.7050 1.6715 -0.8518 -0.6846
N 0.3595 -0.2620 -0.7813 1.2009 -0.3264 2.7896 -0.5784
O 0.1119 1.3394 1.1311 -1.3262 -2.3079 -1.5981 -0.4824
S -2.1499 0.8579 -0.4565 -0.0905 0.3791 0.1072 0.0620
H 2.1403 0.6566 -1.4610 -0.1865 1.2605 0.4157 0.2575
H 1.5170 2.6554 0.4189 0.7334 0.6316 0.6447 0.2480
H -0.0740 -1.4639 1.7220 0.3930 -0.1190 0.1685 0.2446
H -1.6220 -1.9769 0.9121 0.6199 0.8757 -0.2277 0.2735
H -1.5729 -0.5286 1.9363 -0.1009 -0.5411 0.7504 0.2644
H -0.0321 -0.3749 -1.6732 -0.7266 -0.0912 -1.8764 0.4418
H 0.8854 -1.1685 -0.5441 -1.0567 1.4406 -0.2200 0.4484
H -2.5750 1.6133 0.6425 0.7796 -0.9801 -0.7217 0.2170
```
Forces are in eV/Å.

=====

Density functional theory data (the ωB97M-V functional and the def2-TZVPD basis) for a cluster of 2 separate species, C4H8NOS in total in a non-equilibrium geometry.

Results
Orbital gap ... 8.55 eV
Energy above the lowest of the compared OMol25 structures with the same formula, charge and spin ... 207.6 kJ/mol
Net charge ... +1
Electronic energy ... -18641.0955 eV

XYZ file:
```
15
Properties=species:S:1:pos:R:3:forces:R:3:nbo_charge:R:1
C 2.6995 -0.6894 -1.3750 -1.6939 2.4599 -1.3904 -0.4358
C -1.3259 -0.8305 -0.2581 0.2323 0.4949 -0.1101 0.8530
C -2.7314 -0.5717 1.8769 -0.4358 1.1501 1.8769 -0.4423
C 1.2577 1.4962 -0.6120 0.8426 -1.2494 -1.4526 -0.6850
N -1.8539 -0.6355 0.7584 -0.4576 -1.4057 0.4097 -0.4410
O -0.6921 -0.8534 -1.2670 -0.4141 -0.5473 -0.2029 -0.6389
S 1.3764 0.1231 -1.8803 2.1354 0.3543 0.2530 0.8322
H 3.2144 -1.2763 -2.0722 0.1506 -1.5720 -0.7754 0.2549
H 3.2467 -0.3355 -0.5573 0.5360 0.1485 1.4924 0.2292
H -3.7876 -0.9042 1.7424 0.9957 0.0045 -0.6412 0.2458
H -2.7583 0.5502 1.9588 -0.4233 -1.1119 1.0927 0.2348
H -2.3717 -1.1098 2.8541 -0.1628 1.1965 -2.0994 0.2465
H 1.5675 2.4892 -0.9255 -0.0217 -0.2414 -0.6292 0.2766
H 1.9087 1.1179 0.1250 0.4454 -0.0285 1.3067 0.2305
H 0.2501 1.4295 -0.3683 -1.7289 0.3473 0.8699 0.2396
```
Forces are in eV/Å.

=====

Density functional theory data (the ωB97M-V functional and the def2-TZVPD basis) for a cluster of 2 separate species, C4H8NOS in total in a non-equilibrium geometry.

Results
Orbital gap ... 8.35 eV
Energy above the lowest of the compared OMol25 structures with the same formula, charge and spin ... 96.9 kJ/mol
Net charge ... +1
Electronic energy ... -18642.2437 eV

XYZ file:
```
15
Properties=species:S:1:pos:R:3:forces:R:3:nbo_charge:R:1
C -2.5225 -0.2443 0.1579 2.2711 1.4885 -1.9131 0.7169
C -3.6274 -0.6920 0.6174 -1.7322 -0.3151 0.8158 -0.7447
C 1.4274 -0.0127 0.0318 0.0561 0.9260 -0.4350 0.2188
C 1.8214 0.7400 -1.1669 2.5557 -1.1863 2.0204 -0.6632
N 1.1910 0.6588 1.1101 0.0887 4.6356 -2.8322 -0.6572
O -1.4881 0.1230 -0.2994 -1.5232 -0.6127 0.9289 -0.5436
S 1.3848 -1.6466 0.1205 -0.0792 -2.5888 0.3511 0.2786
H -3.4296 -1.4644 1.3360 -0.2169 -0.4778 0.3477 0.2749
H -4.6755 -0.3527 0.4919 1.2047 -0.0719 -0.1875 0.2990
H 2.9097 0.8985 -0.9938 -0.3803 -0.2163 -0.5308 0.2758
H 1.4283 1.6696 -1.1847 -1.5556 3.0682 0.0700 0.2468
H 1.6332 0.2812 -2.0621 -0.3043 -1.3812 -2.1043 0.2572
H 1.0953 1.7224 0.9601 0.2104 -2.3585 0.7730 0.4372
H 1.0446 0.3174 1.9879 -0.5677 -1.3112 2.7151 0.4248
H 1.8074 -1.9982 -1.1068 -0.0274 0.4014 -0.0192 0.1787
```
Forces are in eV/Å.

=====

Density functional theory data (the ωB97M-V functional and the def2-TZVPD basis) for the ion C4H8NS with charge +1 in a non-equilibrium geometry.

Results
Orbital gap ... 7.63 eV
Energy above the lowest of the compared OMol25 structures with the same formula, charge and spin ... 187.7 kJ/mol
Net charge ... +1
Structure (SMILES) ... C=C(S)/C=[NH+]\C
Electronic energy ... -16593.4612 eV

XYZ file:
```
14
Properties=species:S:1:pos:R:3:forces:R:3:nbo_charge:R:1
C 1.0966 -2.0001 -0.3356 -2.8806 -0.0505 -0.8153 -0.1887
C 0.6848 -0.6856 -0.2392 7.4138 -1.5008 -1.7334 -0.2540
S 2.0059 0.6229 -0.5699 -2.8587 1.5713 0.9241 0.0019
C -0.4057 -0.4886 0.5684 -1.9443 -0.1260 0.4464 0.2162
N -1.2371 0.4671 0.5937 -2.1847 1.8108 3.3044 -0.3850
C -1.2017 1.7794 0.0049 1.4789 -0.5892 -2.1170 -0.4527
H 0.1399 -2.5924 -0.3310 1.4126 -0.4520 0.7361 0.2020
H 1.9954 -2.5593 -0.6672 -0.5058 1.2013 0.0447 0.2582
H 3.1370 0.0996 -0.9644 0.3400 -1.5835 -0.2879 0.1758
H -0.6079 -1.2911 1.2449 -0.4892 -0.4579 0.2029 0.2452
H -1.9759 0.4642 1.3223 0.7192 -0.8221 -0.4767 0.4383
H -2.1260 2.2803 -0.0170 -1.3683 0.2450 0.6909 0.2500
H -0.4296 2.4331 0.4148 0.0727 -0.3239 -0.1921 0.2556
H -1.0758 1.4704 -1.0249 0.7944 1.0775 -0.7271 0.2372
```
Forces are in eV/Å.

=====

Density functional theory data (the ωB97M-V functional and the def2-TZVPD basis) for a cluster of 2 separate species, C4H8NS in total in a non-equilibrium geometry.

Results
Orbital gap (spin up / spin down) ... 7.40 / 8.11 eV
Energy above the lowest of the compared OMol25 structures with the same formula, charge and spin ... 395.6 kJ/mol
Net charge ... +1
Electronic energy ... -16591.3062 eV

XYZ file:
```
14
Properties=species:S:1:pos:R:3:forces:R:3:nbo_charge:R:1
C -2.6812 -0.8466 -0.4250 1.5817 1.2287 1.2653 -0.2854
C -0.0702 0.0576 1.0557 0.0835 -0.2778 -0.2516 -0.4642
C -0.0649 -0.9136 -0.0360 -1.9469 0.5085 -0.0063 -0.2658
C 0.4234 0.4278 -0.3163 0.0815 0.1149 0.0699 -0.1308
N 1.9280 0.6757 -0.4282 -0.2450 -0.0794 0.0433 -0.6786
S -3.2259 0.2411 0.5270 0.1359 -0.8297 -0.6976 0.3482
H -2.9487 -1.5629 -1.1655 -0.1177 -0.3967 -0.3732 0.2288
H -1.0480 0.4680 1.3450 -0.0385 0.1221 -0.0143 0.2266
H 0.6112 0.0159 1.8952 0.2071 -0.0458 0.0654 0.2294
H 0.3485 -1.8848 -0.1702 0.2726 -0.3930 0.0004 0.2344
H -0.1032 1.1353 -0.9416 0.0401 0.1089 -0.0817 0.2277
H 2.2544 0.5508 -1.3942 -0.0435 0.0000 0.2727 0.4436
H 2.4193 0.0052 0.1768 -0.0304 0.2159 -0.2057 0.4431
H 2.1574 1.6305 -0.1227 0.0196 -0.2766 -0.0866 0.4430
```
Forces are in eV/Å.

=====

Density functional theory data (the ωB97M-V functional and the def2-TZVPD basis) for a cluster of 2 separate species, C4H8O in total.

Results
Orbital gap ... 8.39 eV
Energy above the lowest of the compared OMol25 structures with the same formula, charge and spin ... 616.4 kJ/mol
Electronic energy ... -6318.7790 eV

XYZ file:
```
13
Properties=species:S:1:pos:R:3:forces:R:3:nbo_charge:R:1
C -0.8751 -0.9377 1.4200 0.0890 0.0322 -0.0283 -0.7194
C -1.1588 0.0572 0.3467 -0.3256 -0.2756 0.2557 -0.0732
C 0.4274 1.1206 -0.5213 0.2654 0.3715 -0.1243 -0.1133
C 1.3773 0.3607 -1.3175 0.2438 0.1529 -0.1483 -0.1287
O 0.3939 -0.5092 -0.7776 -0.1600 -0.0057 0.1062 -0.5460
H -0.6424 -1.9537 1.0713 -0.0123 0.1155 0.0287 0.2043
H -0.1000 -0.6052 2.1218 -0.1208 -0.0579 -0.1302 0.2011
H -1.8174 -0.9973 1.9908 0.0788 0.0759 -0.1208 0.2407
H -1.8013 -0.4002 -0.4197 0.1614 0.0716 0.0824 0.1348
H -0.2768 1.7621 -1.0380 0.0458 -0.2578 0.0998 0.2241
H 0.7467 1.4696 0.4539 -0.1126 -0.1849 -0.1273 0.2202
H 2.3807 0.1875 -0.9246 -0.1297 -0.0061 -0.0227 0.1782
H 1.3458 0.4456 -2.4057 -0.0234 -0.0316 0.1292 0.1772
```
Forces are in eV/Å.

=====

Density functional theory data (the ωB97M-V functional and the def2-TZVPD basis) for a cluster of 2 separate species, C4H8O in total in a non-equilibrium geometry.

Results
Orbital gap ... 9.30 eV
Energy above the lowest of the compared OMol25 structures with the same formula, charge and spin ... 332.2 kJ/mol
Structure (SMILES) ... C=CO.C=C
Electronic energy ... -6321.7247 eV

XYZ file:
```
13
Properties=species:S:1:pos:R:3:forces:R:3:nbo_charge:R:1
C -0.6919 0.3654 2.0328 -0.1279 0.4246 -1.0109 -0.5312
C 0.3687 0.6645 1.2384 0.9843 -1.0841 3.1292 0.1416
O 1.6413 0.4010 1.8234 0.4836 0.7819 -1.7915 -0.7192
H -0.6585 -0.5437 2.6872 0.2790 1.7277 0.1919 0.2243
H -1.5586 1.0713 1.9996 0.1847 -1.6176 -0.6109 0.2170
H 0.4329 0.9124 0.2057 -0.3992 1.3157 -0.3879 0.1859
H 2.3063 1.0466 1.4228 -1.4044 -1.5379 0.5688 0.4805
C -0.1540 -1.3411 -1.9099 -0.2837 2.1074 1.3043 -0.3880
C -0.4523 -0.0311 -2.0554 -0.7105 -1.5763 0.1516 -0.3882
H 0.8862 -1.5629 -1.8119 0.5537 -0.8011 -0.8026 0.1941
H -0.8739 -2.0221 -1.4420 0.2767 0.2259 -0.4303 0.2015
H 0.1900 0.7444 -2.4372 0.4890 -0.1040 0.0818 0.1926
H -1.4362 0.2953 -1.7536 -0.3254 0.1378 -0.3935 0.1893
```
Forces are in eV/Å.

=====

Density functional theory data (the ωB97M-V functional and the def2-TZVPD basis) for a cluster of 2 separate species, C4H8O in total in a non-equilibrium geometry.

Results
Orbital gap ... 12.42 eV
Energy above the lowest of the compared OMol25 structures with the same formula, charge and spin ... 48.3 kJ/mol
Electronic energy ... -6324.6673 eV

XYZ file:
```
13
Properties=species:S:1:pos:R:3:forces:R:3:nbo_charge:R:1
C 1.1927 0.0752 0.7109 -0.0783 -0.2715 -0.0216 -0.6155
C 0.4492 -0.0582 -0.6157 -0.5381 -1.8883 -0.5672 -0.3972
C -0.6973 0.9495 -0.7466 -0.0341 -0.3155 -0.0278 -0.6161
C -1.5638 -2.1794 0.5268 -0.4029 0.4321 1.2440 0.5102
O -1.7478 -1.6548 1.5173 0.2162 -0.5893 -1.1276 -0.5080
H 1.5904 1.0853 0.8532 -0.0720 -0.0729 -0.1333 0.2052
H 0.5209 -0.1246 1.5469 0.0135 -0.0053 0.0695 0.2018
H 2.0302 -0.6260 0.7765 -0.0950 0.0771 -0.0038 0.2099
H 1.1529 0.0897 -1.4321 0.1149 0.1128 -0.1325 0.1995
H -1.2122 0.8526 -1.7040 0.0117 -0.0323 0.0193 0.2105
H -0.3524 1.9855 -0.6683 0.1434 -0.1600 0.0284 0.2061
H -1.4343 0.7996 0.0439 -0.0443 0.0078 0.0260 0.1996
H 0.0716 -1.1944 -0.8087 0.7650 2.7052 0.6266 0.1940
```
Forces are in eV/Å.

=====

> What is the energy above the lowest of the compared OMol25 structures with the same formula, charge and spin in the fourth record?

187.7 kJ/mol